Record 1
# C5H13NO

2 unconnected molecules or ions with the total composition C5H13NO at a distorted geometry (ωB97M-V/def2-TZVPD, the Open Molecules 2025 dataset).

Last column: Löwdin charge in e.
Element x y z (Å)
C -0.74069 2.50319 0.28842  0.022
C 0.06439 1.64367 0.90887  -0.427
N 0.95092 2.11560 1.90010  0.061
C 0.08496 0.13035 0.84653  -0.159
C -0.33943 -0.54803 -0.48045  -0.238
C -1.64228 -1.32981 -0.34896  -0.110
H -1.60126 2.24040 -0.31404  0.050
H -0.63464 3.56065 0.51342  0.049
H 1.90776 1.77989 1.87820  0.085
H 0.81906 3.08979 2.10301  0.073
H -0.47151 -0.23948 1.70664  0.116
H 1.13664 -0.10100 1.00878  0.098
H 0.54132 -1.05504 -0.85729  0.083
H -0.57659 0.25217 -1.18482  0.094
H -1.83789 -1.88919 -1.26590  0.067
H -2.46859 -0.62782 -0.42460  0.069
H -1.68808 -1.99822 0.49949  0.067
O 2.11634 -2.83784 -2.36859  -0.064
H 2.37482 -3.55117 -2.95269  0.029
H 2.00478 -3.13810 -1.45615  0.035

Force components x, y, z for each atom (eV/Å):
C -0.40 0.15 0.05
C 0.16 -0.05 0.61
N -0.33 -0.35 -0.15
C 0.35 0.43 -0.74
C -0.48 1.20 0.72
C 0.19 -0.08 -1.39
H 0.23 -0.26 -0.07
H 0.01 -0.04 -0.15
H -0.32 0.21 -0.03
H 0.44 0.18 0.02
H -0.01 -0.10 0.05
H 0.09 -0.33 0.28
H -0.28 -0.57 -0.26
H 0.38 -0.03 -0.18
H 0.34 -0.49 0.05
H -0.19 0.16 0.91
H -0.18 -0.01 0.25
O -0.19 0.71 0.22
H 0.01 -0.36 0.36
H 0.17 -0.36 -0.57

Calculated total energy, Ha: -328.2662
Frontier orbital gap, Eh: 0.33047
ΔE to the lowest compared entry with this formula, charge and spin, kJ/mol: 138.3

***

Record 2
# C6H6O

A single C6H6O molecule at a distorted geometry (ωB97M-V/def2-TZVPD, the Open Molecules 2025 dataset).

Last column: Löwdin charge in e.
Element x y z (Å)
O 1.76390 1.35019 1.18005  0.019
C 0.77994 0.65295 0.48525  -0.338
C -0.48288 0.44878 1.08078  -0.022
C -1.17986 -0.68493 0.64493  -0.073
C -1.18094 -0.91369 -0.76781  -0.094
C -0.19214 -0.25727 -1.48342  -0.096
C 0.97532 0.12692 -0.77399  -0.036
H 2.43510 0.66620 1.33463  0.112
H -0.59394 0.88175 2.07389  0.113
H -1.91700 -1.18568 1.25653  0.097
H -2.04618 -1.44282 -1.15253  0.098
H -0.23534 -0.03878 -2.54117  0.102
H 1.87403 0.39639 -1.33714  0.117

Force components x, y, z for each atom (eV/Å):
O -0.06 -0.78 -0.27
C -0.79 -0.20 -0.17
C 1.48 -1.88 1.68
C -0.86 1.73 -1.28
C 0.13 0.64 1.22
C 0.67 -1.28 0.26
C -0.44 2.01 -1.16
H 0.08 0.58 0.12
H -0.22 -0.26 -0.09
H -0.16 0.24 0.09
H 0.34 0.04 -0.41
H 0.09 -0.75 -0.21
H -0.25 -0.10 0.24

Calculated total energy, Ha: -307.4108
Frontier orbital gap, Eh: 0.34603
ΔE to the lowest compared entry with this formula, charge and spin, kJ/mol: 138.2

***

Record 3
# C2H14N2O4

5 unconnected molecules or ions with the total composition C2H14N2O4 at a distorted geometry (ωB97M-V/def2-TZVPD, the Open Molecules 2025 dataset).

Last column: Löwdin charge in e.
Element x y z (Å)
C -0.21608 -2.07886 -1.86524  -0.061
C 0.46830 -2.18255 -0.72157  -0.087
N 1.79067 -2.45683 -0.44524  0.203
N -1.65116 -2.04576 -1.78872  0.141
H 0.02427 -2.37834 -2.84521  0.125
H 0.00236 -1.88671 0.29617  0.166
H 2.44050 -2.43073 -1.18374  0.116
H 2.12176 -2.04524 0.39568  0.114
H -1.99298 -1.26961 -1.07836  0.150
H -1.94677 -1.87765 -2.74330  0.108
H -2.05978 -0.81558 1.19111  0.070
H -3.12570 0.13883 1.65753  0.059
O -2.40677 0.13034 1.00730  -0.086
H 1.20096 1.12444 1.13764  -0.019
H 2.60460 1.68491 0.53012  -0.007
O 2.13494 1.22894 1.16907  -0.024
H -0.70482 2.02738 1.31322  -0.009
H -0.92169 2.19483 2.93187  0.050
O -0.79212 2.61055 2.07418  -0.053
H 0.76158 3.49950 0.36778  0.030
H 0.18536 3.17498 -1.17951  0.123
O 0.92900 3.02336 -0.45460  -0.110

Force components x, y, z for each atom (eV/Å):
C -4.95 -1.34 -0.66
C 3.12 0.85 5.30
N -3.14 0.85 -1.28
N 2.82 3.26 1.28
H 1.35 -0.18 -0.87
H 0.08 -0.68 -2.08
H 0.98 -0.36 -1.08
H 0.40 0.03 0.96
H 0.31 -2.18 -1.73
H -0.93 0.01 0.20
H -0.69 2.27 -0.38
H -0.08 0.48 -0.21
O 0.86 -2.96 0.55
H -0.57 0.85 -0.95
H 0.16 1.58 -2.32
O 0.63 -2.73 3.42
H -0.42 -0.45 0.70
H 0.08 -0.53 -0.55
O 0.23 1.07 -0.21
H -0.56 0.29 -0.30
H 2.30 0.06 2.85
O -1.98 -0.19 -2.65

2S+1: 2
Net charge: +1
Calculated total energy, Ha: -494.7270
Frontier orbital gap (spin up / spin down), Eh: 0.38618 / 0.25563
ΔE to the lowest compared entry with this formula, charge and spin, kJ/mol: 130.3

***

Record 4
# C8H16N

A gas-phase ion, C8H16N (charge +1) at a distorted geometry (ωB97M-V/def2-TZVPD, the Open Molecules 2025 dataset).

Last column: Löwdin charge in e.
Element x y z (Å)
C 1.96690 1.63961 0.02067  -0.056
C 0.75984 0.79390 0.09016  -0.241
C -0.40641 1.42994 0.19248  -0.074
C -1.82236 1.10186 0.30290  -0.052
C -2.28440 -0.09036 0.01493  -0.079
N -3.73830 -0.49076 0.22807  0.192
C 1.02230 -0.73496 -0.02888  -0.436
C 1.24022 -1.05250 -1.49444  -0.066
C 2.05984 -1.21303 0.90130  -0.071
H 1.73716 2.75111 -0.07184  0.104
H 2.53830 1.39936 -0.81588  0.058
H 2.54416 1.60135 1.10331  0.158
H -0.33569 2.52536 0.22325  0.110
H -2.53597 1.95844 0.57560  0.156
H -1.74672 -0.93327 -0.22351  0.085
H -4.06852 -1.04362 -0.55511  0.157
H -4.42611 0.21035 0.29071  0.136
H -3.75678 -1.17077 1.10558  0.234
H 0.10591 -1.15355 0.17704  0.069
H 2.26923 -0.72290 -1.71359  0.079
H 0.44101 -0.55559 -2.25499  0.140
H 1.26952 -2.18798 -1.58283  0.102
H 1.67071 -1.28354 1.88681  0.070
H 3.02470 -0.55228 1.00160  0.118
H 2.47147 -2.22618 0.62666  0.106

Force components x, y, z for each atom (eV/Å):
C 0.27 2.59 3.85
C 0.29 -1.11 -0.05
C -0.92 2.05 0.28
C -0.34 0.96 0.15
C -2.59 0.50 0.70
N 1.75 -2.98 1.61
C -0.52 2.98 -1.19
C -0.09 -0.46 -1.62
C 3.61 -0.48 0.17
H 0.01 -1.44 0.05
H 1.58 -0.66 -1.03
H -1.01 -0.21 -2.98
H 0.29 -0.40 -0.03
H 1.18 -1.40 -0.33
H 1.13 -1.58 -0.66
H 0.15 -0.44 -0.33
H -0.77 1.65 0.70
H -0.37 1.90 -2.06
H -1.99 -1.36 1.07
H -0.47 0.01 -0.58
H 1.97 -1.25 1.89
H -0.27 1.41 -0.25
H -0.33 -0.11 0.99
H -1.93 -1.05 -0.51
H -0.63 0.88 0.17

Net charge: +1
Calculated total energy, Ha: -368.8316
Frontier orbital gap, Eh: 0.32164
ΔE to the lowest compared entry with this formula, charge and spin, kJ/mol: 275.5

***

Record 5
# C21H42N3O12P3

6 unconnected molecules or ions with the total composition C21H42N3O12P3 at a distorted geometry (ωB97M-V/def2-TZVPD, the Open Molecules 2025 dataset).

Last column: Löwdin charge in e.
Element x y z (Å)
C -0.70526 1.82928 9.59677  -0.071
O -1.95456 2.44425 9.94115  -0.199
P -2.48095 3.68952 9.13653  0.336
O -3.84317 4.04601 9.53866  -0.232
O -1.36802 4.75138 9.42490  -0.186
C -1.42759 6.03025 8.78924  -0.075
O -2.24376 3.36177 7.61063  -0.199
C -3.19650 2.50217 6.97918  -0.083
H 0.02479 2.10586 10.35800  0.096
H -0.29682 2.10852 8.62703  0.089
H -0.82628 0.74838 9.62511  0.093
H -1.40630 6.86797 9.47537  0.095
H -2.27647 6.08637 8.10147  0.090
H -0.58457 6.11512 8.09644  0.093
H -3.95383 2.15788 7.69104  0.086
H -2.71238 1.59354 6.62138  0.094
H -3.72074 2.98198 6.15689  0.089
C -7.52639 3.47131 10.63580  -0.063
O -8.79390 3.96556 10.16059  -0.189
P -8.74257 4.87264 8.88713  0.332
O -8.18713 6.22081 9.03023  -0.226
O -10.24272 4.81135 8.44222  -0.195
C -10.60144 5.34621 7.17005  -0.088
O -7.96088 3.99714 7.79865  -0.208
C -6.70232 4.48208 7.32394  -0.094
H -7.35420 2.52730 10.11752  0.095
H -7.61941 3.27695 11.69476  0.093
H -6.71736 4.16659 10.41892  0.066
H -9.81915 5.97952 6.75120  0.086
H -11.52469 5.90676 7.28504  0.090
H -10.77750 4.51192 6.49034  0.091
H -6.09565 4.82699 8.16118  0.064
H -6.80950 5.24514 6.55724  0.092
H -6.12504 3.65302 6.90996  0.075
C -9.32057 9.47695 9.21234  -0.073
O -9.26397 10.60281 10.11061  -0.219
P -7.92858 11.39868 10.35276  0.338
O -6.74160 10.92992 9.63486  -0.230
O -7.77977 11.30009 11.91850  -0.211
C -6.57734 11.50856 12.62590  -0.106
O -8.28784 12.91228 10.05567  -0.195
C -9.32366 13.31467 9.17609  -0.097
H -9.53915 8.55893 9.75459  0.081
H -8.33846 9.27198 8.78108  0.077
H -10.03667 9.73402 8.43687  0.086
H -6.35391 10.58547 13.16986  0.062
H -6.69033 12.26047 13.40816  0.089
H -5.69431 11.73045 12.02986  0.094
H -9.84654 12.47605 8.71391  0.078
H -8.88362 13.90960 8.37789  0.090
H -10.08524 13.88461 9.70689  0.090
C -9.91346 8.18320 14.94867  -0.099
C -9.70382 7.74050 16.29020  -0.116
C -8.41983 8.04141 16.64141  -0.143
N -7.82814 8.67651 15.56964  0.008
C -8.74760 8.78103 14.55857  -0.146
H -10.80174 8.09322 14.34870  0.089
H -10.46114 7.29200 16.91258  0.088
H -7.91524 7.90001 17.58048  0.100
H -7.07960 9.34079 15.65372  0.137
H -8.49843 9.30344 13.64795  0.090
C -4.32540 1.35474 14.04723  -0.109
C -4.71640 2.65054 14.49786  -0.115
C -4.70922 3.49896 13.43058  -0.130
N -4.18786 2.80171 12.36261  0.024
C -3.94427 1.51527 12.74177  -0.158
H -4.37166 0.42830 14.59154  0.085
H -5.07851 2.87215 15.48956  0.089
H -4.93209 4.54897 13.33171  0.094
H -3.88535 3.20263 11.48925  0.083
H -3.46484 0.82111 12.06958  0.100
C -5.77226 7.83994 12.05925  -0.106
C -4.66244 7.60775 12.90421  -0.111
C -3.85331 6.70543 12.25394  -0.175
N -4.47455 6.34051 11.10437  0.014
C -5.63629 7.05638 10.94280  -0.104
H -6.66356 8.41980 12.24372  0.072
H -4.45932 8.06742 13.85685  0.084
H -2.97955 6.18814 12.61627  0.108
H -4.16478 5.57940 10.51576  0.070
H -6.29000 6.86418 10.10580  0.083

Force components x, y, z for each atom (eV/Å):
C 0.65 -0.27 0.56
O -0.18 -0.16 -0.39
P 0.86 -0.18 0.44
O -0.31 -0.16 -0.19
O 0.16 0.33 0.24
C 0.23 0.19 -1.63
O -0.34 0.17 -0.39
C -0.65 -0.93 0.14
H -0.05 0.02 -0.02
H -0.37 0.22 -0.09
H -0.21 0.04 0.00
H -0.20 -0.26 0.38
H -0.30 0.16 0.48
H 0.22 -0.08 0.40
H 0.02 0.21 0.01
H 0.30 0.23 -0.10
H 0.28 0.32 0.00
C -0.14 -0.51 -0.35
O -0.13 0.13 0.23
P 0.10 0.12 -0.15
O 0.16 0.10 -0.05
O -0.26 -0.21 0.12
C -0.12 -0.22 -0.33
O 0.02 0.10 -0.22
C 0.74 -0.32 0.27
H 0.23 0.02 0.07
H 0.03 0.19 0.18
H 0.05 0.08 0.21
H -0.03 0.11 0.11
H 0.05 0.10 0.06
H 0.01 0.04 -0.01
H -0.08 0.38 -0.11
H -0.16 0.15 0.13
H -0.45 -0.20 -0.12
C 0.76 -0.24 -0.04
O -0.17 -0.04 0.05
P 0.87 -0.38 -0.28
O -0.07 0.01 -0.17
O -0.53 0.41 0.11
C 0.77 -0.53 1.04
O -0.32 -0.09 0.48
C -0.37 0.03 -0.55
H -0.52 0.22 0.12
H -0.04 0.36 -0.14
H -0.13 -0.28 0.03
H 0.02 -0.06 -0.20
H -0.32 0.29 -0.34
H -0.29 0.07 -0.42
H 0.20 -0.14 0.09
H -0.01 0.13 0.08
H 0.22 0.14 0.16
C 0.44 0.18 0.22
C -0.35 -0.18 -0.20
C -0.20 0.37 0.03
N -0.34 0.10 0.15
C -0.07 0.16 -0.30
H -0.05 -0.05 0.03
H 0.18 -0.20 0.06
H 0.13 0.02 -0.03
H 0.29 -0.31 0.03
H -0.03 -0.06 -0.02
C 0.22 0.55 -0.17
C -0.98 -0.51 0.45
C 0.81 0.13 -0.38
N -0.03 0.10 0.26
C 0.14 -0.41 -0.21
H 0.25 0.01 0.12
H -0.04 0.12 -0.06
H -0.06 -0.02 0.11
H -0.29 0.02 -0.02
H -0.20 0.00 -0.08
C -0.71 0.02 -0.22
C 0.26 0.23 -0.15
C -0.22 -0.19 0.75
N 0.09 0.11 -0.51
C 0.36 -0.61 0.33
H 0.19 0.22 0.10
H 0.00 -0.01 0.04
H 0.12 0.09 -0.15
H -0.11 0.16 -0.13
H -0.02 0.18 0.06

Calculated total energy, Ha: -2916.8389
Frontier orbital gap, Eh: 0.29121

***

Record 6
# C5H10O

2 unconnected molecules or ions with the total composition C5H10O at a distorted geometry (ωB97M-V/def2-TZVPD, the Open Molecules 2025 dataset).

Last column: Löwdin charge in e.
Element x y z (Å)
O -2.06781 0.19154 0.54445  0.016
C -0.82850 0.12392 -0.01841  -0.404
C 0.15354 1.09879 -0.02403  -0.131
C 1.33029 0.45793 0.63087  -0.205
C 1.27151 -0.93705 -0.00077  -0.179
C -0.22581 -1.22711 -0.25945  -0.131
H -2.58406 -0.60204 0.35773  0.112
H 0.28647 1.95200 -0.67424  0.080
H 1.13493 0.41052 1.71675  0.114
H 2.27268 0.99151 0.49732  0.106
H 1.82199 -0.88215 -0.94223  0.111
H 1.69627 -1.70817 0.63318  0.102
H -0.65993 -1.98685 0.39326  0.108
H -0.39338 -1.54650 -1.30494  0.126
H -1.69117 1.58066 -1.03774  0.089
H -1.51702 2.08303 -0.51175  0.087

Force components x, y, z for each atom (eV/Å):
O -0.25 0.04 -0.70
C 0.46 -0.16 0.53
C 0.20 -0.32 -0.13
C 0.36 -0.24 -0.12
C 0.32 -0.35 0.03
C 0.08 -0.19 0.37
H 0.15 -0.02 -0.10
H -0.50 0.44 1.03
H 0.22 -0.02 -0.28
H 0.06 -0.20 -0.17
H -0.04 -0.25 0.08
H 0.20 -0.15 -0.04
H 0.20 -0.23 0.13
H -0.08 0.19 0.45
H -0.56 0.91 -0.50
H -0.80 0.55 -0.59

Calculated total energy, Ha: -271.5970
Frontier orbital gap, Eh: 0.31208
ΔE to the lowest compared entry with this formula, charge and spin, kJ/mol: 408.5

***

- Look up the calculated total energy of the second one.
  -307.4108 Ha